{
  "formula": "C20H31Br2P3V",
  "method": "ωB97M-V with the def2-TZVPD basis set",
  "species": ["V", "Br", "C", "Br", "H", "H", "C", "P", "C", "C", "C", "P", "C", "C", "H", "H", "H", "H", "H", "H", "H", "H", "H", "H", "H", "H", "H", "H", "H", "H", "C", "P", "C", "C", "C", "C", "C", "C", "C", "C", "C", "C", "C", "C", "H", "H", "H", "H", "H", "H", "H", "H", "H", "H", "H", "H", "H"],
  "positions_angstrom": [[0.67051, 0.98958, 0.50933], [3.13957, 1.49934, 1.51379], [2.21053, 2.01894, 3.13665], [0.28309, 1.86025, 2.81637], [2.41458, 3.05743, 3.35550], [2.45883, 1.33298, 3.93363], [-2.96888, 1.20353, 0.90588], [-1.64581, 1.10043, -0.33321], [-2.20886, -0.09943, -1.56338], [-1.67266, 2.70255, -1.22988], [-0.48191, 2.82479, -2.19486], [1.07939, 2.63917, -1.28396], [1.31271, 4.20735, -0.39357], [2.43643, 2.50802, -2.46744], [-3.86819, 1.60083, 0.43246], [-2.71119, 1.86332, 1.73488], [-3.18576, 0.21622, 1.31331], [-3.21490, 0.18532, -1.87189], [-2.23107, -1.10933, -1.16111], [-1.55164, -0.10799, -2.43166], [-1.66556, 3.51331, -0.49857], [-2.62115, 2.77835, -1.76260], [-0.46668, 3.79336, -2.69424], [-0.51130, 2.07156, -2.98314], [1.27006, 5.01926, -1.12285], [2.28594, 4.22349, 0.09401], [0.53809, 4.38372, 0.35220], [2.22367, 3.15942, -3.31606], [2.55529, 1.48998, -2.83228], [3.36649, 2.83654, -2.00468], [2.57965, -2.02773, 1.14644], [0.91980, -1.43948, 0.71322], [0.55981, -1.97231, -0.94516], [-0.15052, -3.12220, -1.27922], [-0.30034, -3.45286, -2.62141], [0.24547, -2.64459, -3.61618], [0.95245, -1.49354, -3.28772], [1.11144, -1.16753, -1.94886], [-0.23077, -2.01712, 1.93808], [-1.59120, -2.19560, 1.64793], [-2.45824, -2.62426, 2.63861], [-1.98058, -2.86281, 3.92343], [-0.63743, -2.67168, 4.22421], [0.23998, -2.25313, 3.23560], [2.55609, -3.11790, 1.15812], [2.90705, -1.65688, 2.11334], [3.28825, -1.71262, 0.38216], [-0.57554, -3.75972, -0.51215], [-0.83132, -4.35616, -2.89492], [0.13747, -2.92607, -4.65701], [1.39631, -0.88356, -4.06573], [1.74243, -0.31518, -1.69375], [-1.97710, -2.05518, 0.64697], [-3.50395, -2.79173, 2.40978], [-2.65833, -3.21989, 4.68995], [-0.26983, -2.87337, 5.22322], [1.28932, -2.14921, 3.47843]],
  "homo_energy_ha": [-0.6526, -0.6480],
  "orbital_gap_ev": [6.394, 7.476],
  "total_charge": 3,
  "multiplicity": 3
}

=====

{
  "formula": "C20H31Br3IN2O7P",
  "method": "ωB97M-V with the def2-TZVPD basis set",
  "species": ["C", "C", "O", "O", "C", "C", "C", "C", "C", "C", "C", "C", "C", "C", "N", "C", "C", "C", "O", "C", "C", "N", "C", "C", "O", "I", "P", "O", "O", "O", "H", "H", "H", "H", "H", "H", "H", "H", "H", "H", "H", "H", "H", "H", "H", "H", "H", "H", "H", "H", "H", "H", "H", "H", "H", "H", "H", "H", "H", "H", "C", "Br", "Br", "Br", "H"],
  "positions_angstrom": [[2.39276, -4.75807, 0.94926], [3.15821, -4.12473, -0.24041], [3.50080, -4.83487, -1.12450], [3.43688, -2.77709, -0.18253], [3.13744, -2.11196, -1.43174], [3.64070, -0.62657, -1.39816], [2.49671, 0.37027, -1.79062], [2.79920, 1.85863, -1.42598], [1.72974, 2.50025, -0.48001], [0.26491, 2.38370, -1.03116], [-0.74146, 1.81360, 0.06461], [-1.24684, 0.40749, -0.33819], [-2.15002, -0.31462, 0.71853], [-2.46848, -1.68983, 0.12002], [-2.74166, -2.68036, -0.35825], [-3.53414, 0.47921, 0.73522], [-4.65385, -0.16789, -0.13128], [-5.86106, 0.86385, -0.14926], [-5.76262, 1.72510, -1.28437], [-1.55660, -0.47288, 2.16181], [-1.64750, 0.81139, 2.98014], [-1.87114, 1.82911, 3.42635], [-2.51449, -1.50543, 2.91408], [-2.40832, -1.46175, 4.46759], [-1.63316, -2.13648, 5.01024], [-3.67570, -0.24480, 5.73424], [0.14934, -1.21290, 2.29335], [0.17855, -2.68320, 2.22292], [0.67901, -0.77834, 3.78734], [1.25378, -0.61065, 1.25284], [2.95571, -5.68101, 1.21030], [1.37844, -5.08384, 0.66638], [2.41877, -4.11953, 1.84902], [3.56416, -2.67192, -2.28300], [2.02625, -2.13059, -1.57162], [4.40836, -0.54927, -2.19860], [4.12291, -0.37396, -0.43549], [2.39951, 0.30471, -2.89480], [1.55879, 0.00538, -1.33122], [3.78960, 1.96539, -0.93489], [2.86642, 2.43533, -2.38290], [1.94322, 3.57215, -0.28161], [1.85252, 1.99171, 0.50450], [0.20257, 1.68950, -1.89440], [-0.06314, 3.40880, -1.28867], [-1.56750, 2.53853, 0.22442], [-0.16955, 1.81997, 1.01870], [-1.88449, 0.54617, -1.24385], [-0.42713, -0.25942, -0.68026], [-3.40396, 1.51247, 0.35130], [-3.93644, 0.58642, 1.76399], [-4.36435, -0.30726, -1.18924], [-5.08006, -1.08850, 0.32122], [-5.91112, 1.41064, 0.81068], [-6.77772, 0.24191, -0.27833], [-6.13832, 1.24428, -2.03356], [-3.57846, -1.35201, 2.65095], [-2.27080, -2.54944, 2.62381], [1.61334, -0.51444, 3.72087], [1.45592, -1.36193, 0.65848], [4.53940, 4.58164, -4.70852], [5.83924, 5.87816, -4.11118], [4.95867, 2.80510, -4.07757], [2.73817, 5.09930, -4.23701], [4.59011, 4.55533, -5.78997]],
  "homo_energy_ha": -0.3596,
  "orbital_gap_ev": 9.485,
  "total_charge": 0
}

=====

{
  "formula": "C20H31FN8O2Ta",
  "method": "ωB97M-V with the def2-TZVPD basis set",
  "species": ["Ta", "C", "N", "C", "C", "N", "N", "C", "N", "N", "H", "H", "H", "H", "H", "H", "H", "H", "H", "H", "H", "N", "C", "C", "C", "C", "N", "H", "H", "H", "H", "H", "H", "H", "H", "H", "H", "H", "H", "O", "C", "O", "C", "C", "C", "C", "C", "N", "H", "H", "H", "H", "F", "C", "C", "C", "C", "C", "C", "H", "H", "H", "H"],
  "positions_angstrom": [[0.34987, 0.16365, -0.38020], [-1.84699, 3.51577, 3.72635], [-1.84517, 3.00235, 2.34408], [-2.75411, 3.61031, 1.36630], [-1.03958, 2.02196, 1.95526], [-0.96740, 1.57729, 0.71115], [-0.25250, 1.45987, 2.94091], [0.65647, 0.44564, 2.83064], [1.30283, 0.12124, 3.94222], [0.85292, -0.17123, 1.68747], [-2.53376, 4.35288, 3.78062], [-0.86207, 3.89272, 4.00752], [-2.19630, 2.75727, 4.42909], [-3.43728, 4.27300, 1.88604], [-3.35502, 2.84582, 0.86988], [-2.20309, 4.20438, 0.63340], [-1.55723, 2.14324, 0.11365], [-0.35709, 1.86158, 3.86066], [1.14856, 0.58990, 4.82206], [2.01177, -0.59722, 3.94165], [1.58787, -0.87278, 1.75110], [-1.56145, -1.12991, 0.35083], [-2.47552, -2.01744, -0.44602], [-3.62757, -1.25816, -1.07118], [-3.21048, -0.02204, -1.85195], [-2.05777, -0.26530, -2.81461], [-0.81447, 0.43732, -2.33501], [-1.06420, -1.77178, 0.96515], [-2.13707, -0.56566, 0.97351], [-2.86603, -2.79099, 0.21483], [-1.85752, -2.51629, -1.19018], [-4.36146, -0.97855, -0.31179], [-4.14229, -1.95076, -1.74067], [-2.93128, 0.78710, -1.16315], [-4.07229, 0.35508, -2.40251], [-2.27822, 0.11925, -3.80930], [-1.81331, -1.32064, -2.91594], [-0.99818, 1.43034, -2.46900], [-0.08365, 0.25894, -3.03268], [4.21630, 1.43464, -0.66190], [3.05160, 1.47039, -0.82705], [2.20312, 0.43563, -0.53019], [2.21918, 2.59361, -1.35467], [2.78500, 3.75823, -1.83031], [1.93904, 4.76689, -2.26968], [0.56731, 4.56629, -2.19333], [0.09094, 3.36721, -1.69596], [0.89326, 2.37460, -1.28803], [3.86283, 3.85305, -1.84903], [2.34010, 5.69276, -2.66053], [-0.12873, 5.32652, -2.51982], [-0.98198, 3.21101, -1.63222], [1.85773, -5.63580, -2.22573], [1.47928, -4.43215, -1.85007], [1.25337, -3.45992, -2.81512], [0.86702, -2.19722, -2.40525], [0.67707, -1.86927, -1.05310], [0.90581, -2.89652, -0.12304], [1.31219, -4.16413, -0.49936], [1.39226, -3.69864, -3.86086], [0.74248, -1.47185, -3.20425], [0.76905, -2.73722, 0.94625], [1.49655, -4.94133, 0.22982]],
  "homo_energy_ha": -0.6243,
  "orbital_gap_ev": 6.821,
  "total_charge": 3,
  "de_lowest_kj_mol": 109.9
}

=====

{
  "formula": "C20H31GeN3Pd",
  "method": "ωB97M-V with the def2-TZVPD basis set",
  "species": ["Pd", "C", "N", "C", "C", "C", "C", "C", "C", "C", "N", "C", "C", "C", "C", "C", "C", "N", "C", "C", "H", "H", "H", "H", "H", "H", "H", "H", "H", "H", "H", "H", "H", "H", "H", "H", "H", "H", "H", "H", "C", "Ge", "C", "C", "C", "H", "H", "H", "H", "H", "H", "H", "H", "H", "H", "H"],
  "positions_angstrom": [[0.14903, 0.04809, -0.00052], [2.92630, -0.06236, 1.25062], [2.33552, 0.49892, 0.02648], [2.96154, -0.11321, -1.15530], [2.44576, 1.96139, -0.00506], [3.71830, 2.50378, -0.01881], [3.93267, 3.87152, -0.07030], [2.81614, 4.68414, -0.11872], [1.53504, 4.16024, -0.10138], [1.27300, 2.77376, -0.02950], [0.05635, 2.13533, 0.00098], [-1.20731, 2.67816, 0.03181], [-1.57638, 4.03928, 0.10673], [-2.89538, 4.46050, 0.12363], [-3.94423, 3.56264, 0.07181], [-3.62336, 2.21589, 0.01781], [-2.31221, 1.77575, 0.00468], [-2.08391, 0.33018, -0.02752], [-2.62150, -0.28025, -1.25162], [-2.65324, -0.33418, 1.15363], [4.00661, 0.11275, 1.29733], [2.74299, -1.13790, 1.26997], [2.45625, 0.39570, 2.11909], [4.04299, 0.05873, -1.17775], [2.51807, 0.30832, -2.05568], [2.77674, -1.18847, -1.13484], [4.57067, 1.83554, 0.00746], [4.93451, 4.27768, -0.08194], [2.92986, 5.76022, -0.17450], [0.73884, 4.87444, -0.16034], [-0.83874, 4.81368, 0.16819], [-3.09276, 5.52427, 0.18164], [-4.97463, 3.88974, 0.08304], [-4.41866, 1.48066, -0.01056], [-3.71355, -0.20301, -1.29973], [-2.34054, -1.33477, -1.27002], [-2.19486, 0.21832, -2.12029], [-3.74620, -0.25993, 1.17645], [-2.25056, 0.12535, 2.05466], [-2.37109, -1.38828, 1.13255], [1.54935, -5.09621, 0.02304], [-0.18791, -4.20387, -0.00204], [-1.20654, -4.68089, 1.58932], [-1.16806, -4.69578, -1.61286], [0.09962, -2.27670, -0.00603], [1.40670, -6.17795, 0.02672], [2.11633, -4.82234, 0.91258], [2.13739, -4.83096, -0.85535], [-1.34663, -5.76116, 1.63619], [-2.18818, -4.20728, 1.57944], [-0.68102, -4.36491, 2.49098], [-1.30735, -5.77643, -1.65308], [-0.62099, -4.38811, -2.50450], [-2.14948, -4.22196, -1.63089], [0.27944, -1.78393, -0.96827], [0.25923, -1.78410, 0.96056]],
  "homo_energy_ha": [-0.2369, -0.2339],
  "orbital_gap_ev": [6.983, 5.712],
  "total_charge": 0,
  "multiplicity": 3,
  "de_lowest_kj_mol": 48.5
}

=====

{
  "formula": "C20H31IrN10O2S4",
  "method": "ωB97M-V with the def2-TZVPD basis set",
  "species": ["Ir", "C", "C", "N", "C", "S", "N", "N", "C", "C", "C", "C", "C", "C", "C", "N", "H", "H", "H", "H", "H", "H", "H", "H", "H", "H", "H", "H", "H", "N", "C", "N", "C", "C", "S", "C", "C", "S", "C", "N", "N", "H", "H", "H", "H", "H", "H", "C", "S", "C", "O", "H", "H", "H", "H", "H", "H", "C", "N", "C", "N", "O", "H", "H", "H", "H", "H", "H"],
  "positions_angstrom": [[0.01254, 0.82749, -0.35429], [-4.48669, -2.45892, -1.88369], [-3.54655, -2.81016, -0.74400], [-2.13344, -2.79150, -1.15096], [-1.33302, -1.73988, -1.13496], [-1.97567, -0.19285, -0.51624], [-0.11047, -1.84438, -1.62141], [0.62447, -0.70185, -1.51040], [1.81076, -0.61283, -2.03282], [2.44691, -1.69792, -2.82434], [2.48184, 0.68434, -1.80470], [3.75296, 0.97008, -2.26595], [4.29092, 2.23180, -2.03469], [3.53923, 3.17715, -1.35759], [2.27381, 2.83082, -0.91196], [1.76371, 1.61954, -1.12888], [-5.51942, -2.53402, -1.54597], [-4.35893, -3.14432, -2.72122], [-4.31942, -1.44020, -2.23741], [-3.74771, -3.81041, -0.36373], [-3.65895, -2.12499, 0.09829], [-1.76707, -3.60776, -1.62489], [1.74454, -2.50397, -3.00798], [3.30809, -2.10173, -2.28549], [2.81383, -1.30963, -3.77559], [4.31483, 0.22367, -2.80930], [5.28442, 2.47214, -2.38932], [3.91990, 4.17064, -1.16728], [1.64726, 3.53083, -0.37477], [0.32319, 1.90653, 2.99228], [-0.33713, 2.70388, 2.14529], [-0.50317, 2.44570, 0.85504], [-1.24010, 3.45265, 0.22303], [-1.63310, 4.45185, 1.02985], [-1.07627, 4.17926, 2.64179], [-1.43582, 3.26263, -1.20488], [-2.04297, 4.03827, -2.11680], [-1.99608, 3.30183, -3.67549], [-1.15311, 1.95167, -3.02489], [-0.90147, 2.07482, -1.72974], [-0.80115, 0.90462, -3.78349], [0.85466, 1.13819, 2.60777], [0.51919, 2.21526, 3.92989], [-2.20806, 5.33041, 0.78749], [-2.51746, 4.99571, -1.97699], [-1.06595, 0.87330, -4.75471], [-0.43366, 0.06278, -3.37717], [-1.76389, -2.82931, 3.75034], [-1.16097, -1.15807, 3.53410], [-2.57963, -0.30033, 4.20101], [-1.18463, -0.87784, 2.03845], [-1.84623, -3.04197, 4.81594], [-1.03655, -3.50790, 3.30864], [-2.73164, -2.93002, 3.26033], [-2.74234, -0.62000, 5.22986], [-3.44543, -0.53091, 3.58148], [-2.36573, 0.76623, 4.17983], [3.90069, -2.29507, 2.07277], [3.20696, -1.08946, 1.62684], [1.92518, -1.04359, 1.27850], [1.20502, -2.15692, 1.22180], [1.41315, 0.10889, 1.02068], [4.91181, -2.02315, 2.35856], [3.96143, -3.03387, 1.27273], [3.40867, -2.72697, 2.94487], [3.69756, -0.20989, 1.61754], [1.60138, -3.05458, 1.44472], [0.20098, -2.04582, 1.15427]],
  "homo_energy_ha": [-0.5885, -0.5881],
  "orbital_gap_ev": [7.079, 5.191],
  "total_charge": 3,
  "multiplicity": 2,
  "de_lowest_kj_mol": 48.1
}

=====

{
  "formula": "C20H31KN8",
  "method": "ωB97M-V with the def2-TZVPD basis set",
  "species": ["K", "C", "N", "C", "C", "C", "C", "C", "C", "C", "N", "C", "C", "C", "C", "C", "C", "N", "C", "C", "H", "H", "H", "H", "H", "H", "H", "H", "H", "H", "H", "H", "H", "H", "H", "H", "H", "H", "H", "H", "C", "N", "C", "C", "N", "N", "C", "N", "N", "H", "H", "H", "H", "H", "H", "H", "H", "H", "H", "H"],
  "positions_angstrom": [[0.06288, -0.46745, 0.07889], [1.84073, 2.62169, 0.67098], [0.56887, 2.24888, 0.07857], [0.60643, 2.38258, -1.37592], [-0.58218, 2.92335, 0.64370], [-0.45219, 4.18860, 1.19977], [-1.52867, 4.84940, 1.77985], [-2.76084, 4.20985, 1.78491], [-2.91557, 2.95823, 1.21229], [-1.84545, 2.26175, 0.60667], [-1.92766, 0.99396, 0.08727], [-3.10085, 0.50586, -0.43618], [-4.10634, 1.29363, -1.03796], [-5.23651, 0.74378, -1.62125], [-5.43591, -0.62961, -1.63106], [-4.46210, -1.43592, -1.05398], [-3.31308, -0.90517, -0.48437], [-2.29786, -1.77608, 0.06678], [-2.24006, -3.10478, -0.51388], [-2.36847, -1.84638, 1.52446], [2.23197, 3.58203, 0.30302], [2.59676, 1.86107, 0.44859], [1.74100, 2.68784, 1.75344], [0.84905, 3.40938, -1.68206], [-0.36779, 2.11348, -1.78494], [1.35864, 1.71483, -1.81158], [0.51803, 4.67164, 1.18888], [-1.40163, 5.83034, 2.21828], [-3.61567, 4.68577, 2.25231], [-3.88232, 2.47310, 1.25200], [-3.96437, 2.36611, -1.06832], [-5.96377, 1.40013, -2.08578], [-6.31845, -1.06728, -2.07859], [-4.60020, -2.51078, -1.05606], [-3.03478, -3.77667, -0.15657], [-1.28220, -3.57196, -0.26094], [-2.31024, -3.04010, -1.59899], [-3.25147, -2.40501, 1.86358], [-2.41452, -0.83541, 1.93107], [-1.47943, -2.34532, 1.92820], [5.72141, -1.55787, 0.57228], [4.83473, -1.08569, -0.48569], [5.13594, 0.24382, -0.97908], [3.51849, -1.48712, -0.53558], [2.50472, -0.79446, -0.86971], [3.37258, -2.86258, -0.24959], [2.20144, -3.47230, 0.21223], [2.12532, -4.79667, -0.15683], [1.34914, -2.83790, 0.91675], [6.74869, -1.36800, 0.26539], [5.61162, -2.62298, 0.74604], [5.54157, -1.03809, 1.51942], [6.20588, 0.31550, -1.16593], [4.85706, 1.03264, -0.27016], [4.62101, 0.42192, -1.92234], [2.72423, 0.19572, -0.94853], [4.03330, -3.44965, -0.72844], [2.90724, -5.25907, -0.58312], [1.49117, -5.38398, 0.35412], [0.58077, -3.45261, 1.17369]],
  "homo_energy_ha": -0.2004,
  "orbital_gap_ev": 5.330,
  "total_charge": 0,
  "de_lowest_kj_mol": 14.6
}